The following is a DFT calculation (ωB97M-V/def2-TZVPD) of a cluster of 7 separate species, C7H14Cl14 in total at a distorted geometry.

## Properties
structure (SMILES)	ClCCl.ClCCl.ClCCl.ClCCl.ClCCl.ClCCl.ClCCl
F_max	1.48	eV/A
energy relative to the best compared isomer or geometry (same formula, charge and spin)	28.8	kcal per mole
HOMO	-10.91	eV
net charge	0

Atoms and positions in Å:
C -16.98888 -14.36130 25.85383
Cl -15.72457 -15.66630 25.87670
Cl -18.62299 -15.04749 25.65068
H -16.91855 -13.89428 26.83619
H -16.75742 -13.56451 25.14697
C -23.49590 -16.10556 29.46172
Cl -23.48900 -17.89340 29.55209
Cl -24.93880 -15.37617 30.33789
H -22.58000 -15.87613 30.00632
H -23.51964 -15.76991 28.42495
C -23.24325 -24.50882 30.77928
Cl -22.86772 -24.12418 32.46247
Cl -22.63976 -26.14349 30.37716
H -24.31942 -24.61498 30.64256
H -22.75151 -23.76583 30.15138
C -17.33421 -16.69137 31.91809
Cl -18.55728 -15.75933 32.93826
Cl -18.13953 -17.98374 30.96803
H -16.74141 -16.01871 31.29826
H -16.68462 -17.15263 32.66198
C -30.34002 -11.86372 32.70693
Cl -29.45306 -11.88204 34.24753
Cl -29.86617 -10.44270 31.71989
H -29.95827 -12.70615 32.13016
H -31.41418 -12.03160 32.78500
C -28.07340 -12.75742 26.05155
Cl -26.33439 -12.29015 26.06842
Cl -28.20643 -14.49885 26.15707
H -28.50925 -12.30064 26.94008
H -28.57125 -12.40573 25.14792
C -25.76149 -16.36879 35.74248
Cl -24.45838 -17.56720 35.45734
Cl -25.93602 -16.10018 37.49927
H -25.37439 -15.40987 35.39792
H -26.71210 -16.68397 35.31223

Atoms 1-3, force components in eV/Å:
C 0.4 -0.3 0.9
Cl -0.6 0.8 -0.3
Cl 0.6 0.4 -0.1



The following is a DFT calculation (ωB97M-V/def2-TZVPD) of a structure of composition C7H14DyOP at a distorted geometry.

## Properties
2S+1	6
F_max	7.42	eV/A
HOMO (spin up / spin down)	-5.52 / -5.48	eV
net charge	0

Atoms and positions in Å:
C -1.70937 -0.94725 -1.63230
C -2.07053 -2.27777 -1.84994
C -1.79667 -3.34151 -0.96934
C -1.14212 -3.16871 0.26950
C -0.68732 -1.92015 0.67094
Dy -0.41526 -0.27672 -0.33197
P -0.70961 1.95324 -1.07563
H -1.97453 -0.25040 -2.44910
H -2.64311 -2.51498 -2.75935
H -2.16511 -4.34133 -1.23262
H -0.35633 -1.80491 1.72646
H -1.09868 -4.02914 0.95286
H -1.17580 2.89532 -0.11195
H -1.72068 2.19850 -2.05220
H 0.25409 2.83885 -1.65747
C 2.53919 2.28244 1.93213
C 1.96210 1.53751 0.73837
O 1.08603 0.50556 1.17466
H 1.71906 2.78328 2.49065
H 3.25457 3.06065 1.58340
H 3.06876 1.57510 2.59918
H 1.46588 2.32142 0.16042
H 2.77180 1.10499 0.11335
H 1.54362 -0.18398 1.70994

Atoms 1-3, force components in eV/Å:
C -3.7 -1.6 -4.0
C -0.1 0.0 -0.1
C -0.1 -0.7 0.0



The following is a DFT calculation (ωB97M-V/def2-TZVPD) of a structure of composition C7H14FN2Pd at a distorted geometry.

## Properties
2S+1	3
F_max	4.85	eV/A
energy relative to the best compared isomer or geometry (same formula, charge and spin)	0.0	kcal per mole
HOMO (spin up / spin down)	0.18 / -5.16	eV
net charge	-1

Atoms and positions in Å:
C -0.99563 -0.11501 -2.15018
Pd 0.55946 -0.14047 -1.12755
N 2.36317 -0.35862 -0.04742
N 1.67159 -1.16672 -2.70194
H 2.40263 -1.26146 0.40915
H 0.23001 1.25468 -1.70944
H -1.91669 0.46363 -1.79022
H -1.23992 -1.19802 -1.99441
H -0.92899 0.04631 -3.28912
H 2.02782 -2.06553 -2.37365
H 2.45786 -0.57064 -2.98128
H 1.10897 -1.33268 -3.54526
H 3.17202 -0.24940 -0.62129
H 2.39044 0.33695 0.68493
F -2.31957 1.13423 4.28515
C -1.70584 0.84511 3.08527
C -0.76657 -0.20009 3.06589
C -0.17285 -0.51969 1.81683
C -0.46244 0.23247 0.70366
C -1.40060 1.25443 0.74967
C -2.04334 1.55680 1.96333
H -0.52023 -0.74129 3.95549
H 0.51776 -1.36445 1.77230
H -1.62341 1.80679 -0.16716
H -2.80567 2.35270 2.00725

Atoms 1-3, force components in eV/Å:
C -4.3 -0.4 -2.3
Pd 1.8 -0.5 2.1
N -0.2 0.3 1.0



The following is a DFT calculation (ωB97M-V/def2-TZVPD) of a structure of composition C7H14FO5STl at a distorted geometry.

## Properties
F_max	1.99	eV/A
energy relative to the best compared isomer or geometry (same formula, charge and spin)	57.1	kcal per mole
HOMO	-16.61	eV
net charge	+2

Atoms and positions in Å:
Tl -2.83698 9.47353 13.10307
F -4.44966 7.80870 11.51594
O -1.40746 11.79897 12.06811
C -0.50077 12.28171 11.43370
O 0.41876 13.09093 11.96126
C 1.40495 13.34215 10.89792
C 0.63780 13.31596 9.61545
C -0.21034 12.10040 9.91128
H 2.12019 12.51900 10.97044
H 1.95265 14.24714 11.15302
H 1.31992 13.24032 8.77311
H 0.00817 14.20440 9.69028
H 0.19084 11.12312 9.63615
H -1.18816 12.07819 9.42258
O -6.17003 6.04242 15.41625
S -5.21600 6.09296 14.32730
O -4.34958 7.26492 14.20032
O -4.25229 4.74057 14.63782
C -4.79987 3.43634 14.79944
C -3.62811 2.46136 15.10511
C -5.90065 5.65700 12.71156
H -5.47236 3.09149 14.01861
H -5.30560 3.52163 15.77555
H -2.94019 2.77517 15.88630
H -3.16930 2.24414 14.14003
H -4.09996 1.57832 15.53955
H -5.10816 5.22706 12.10819
H -6.41540 6.56117 12.39058
H -6.68062 4.94850 13.00034

Atoms 1-3, force components in eV/Å:
Tl -0.4 -0.2 -0.6
F 0.6 0.4 1.0
O -0.2 -0.3 0.5



The following is a DFT calculation (ωB97M-V/def2-TZVPD) of a structure of composition C7H14FeNO3SSbSe4 at a distorted geometry.

## Properties
2S+1	6
F_max	1.40	eV/A
energy relative to the best compared isomer or geometry (same formula, charge and spin)	0.0	kcal per mole
HOMO (spin up / spin down)	-4.89 / -4.80	eV
net charge	-1

Atoms and positions in Å:
Fe -0.30630 1.32113 -0.22285
C -0.14449 -1.37501 -2.76146
O -0.69870 -0.99796 -1.51904
C -0.92927 -2.06863 -0.64886
C -1.74766 -1.54078 0.51031
O -1.09836 -0.44273 1.13006
C -0.33700 -0.69262 2.30057
C 1.13857 -0.78344 1.97150
O 1.46226 0.41690 1.31688
C 2.85352 0.63396 1.15458
H -0.79645 -2.09747 -3.26617
H 0.85467 -1.80706 -2.63596
H -0.06448 -0.47238 -3.36235
H 0.02087 -2.50505 -0.30791
H -1.50077 -2.86609 -1.14789
H -1.92804 -2.34012 1.23631
H -2.71058 -1.17168 0.15363
H -0.68283 -1.60245 2.79907
H -0.50730 0.16158 2.95859
H 1.35635 -1.64175 1.32188
H 1.72040 -0.89967 2.89516
H 3.34247 0.64561 2.13444
H 2.97397 1.59605 0.66650
H 3.30222 -0.13746 0.52234
Se -4.80651 4.31227 0.74423
Sb -2.63410 3.63469 -0.07362
Se -0.70117 3.13503 1.36641
Se -2.37166 1.69017 -1.50621
Se -2.39850 5.78595 -1.37814
S 3.62445 0.22563 -2.82387
C 2.32692 0.75646 -2.06081
N 1.38751 1.12693 -1.46732

Atoms 1-3, force components in eV/Å:
Fe 0.8 -0.8 -0.5
C 0.1 0.0 0.0
O -0.1 0.0 0.1



The following is a DFT calculation (ωB97M-V/def2-TZVPD) of a structure of composition C7H14HgPS at a distorted geometry.

## Properties
F_max	2.29	eV/A
energy relative to the best compared isomer or geometry (same formula, charge and spin)	83.8	kcal per mole
HOMO (spin up / spin down)	-0.68 / -1.78	eV
net charge	-1

Atoms and positions in Å:
C -2.86524 0.63633 0.44213
C -3.12568 1.97725 0.26241
C -2.09581 2.98244 0.37612
C -0.84439 2.60194 0.98289
C -0.41745 1.30332 1.07175
Hg -1.07153 0.76427 -0.81895
P -1.06489 -1.32643 -1.97432
H -3.63069 -0.18294 0.41299
H -4.15303 2.35901 0.17864
H -2.36587 4.05134 0.50341
H 0.49803 0.93151 1.57673
H -0.24744 3.35369 1.54857
H -0.06132 -1.15550 -2.97213
H -2.44985 -1.44724 -2.37840
H -0.67775 -2.16910 -0.82506
C 3.74051 -0.85240 -0.18639
S 2.06136 -0.62552 0.40691
C 1.69345 -2.37400 0.55098
H 4.05882 0.07163 -0.67035
H 3.74098 -1.67548 -0.90217
H 4.37782 -1.07491 0.67209
H 1.94757 -2.85583 -0.40375
H 2.31957 -2.77166 1.36270
H 0.63286 -2.52174 0.78319

Atoms 1-3, force components in eV/Å:
C -1.4 -0.2 0.5
C 0.1 0.0 0.8
C 0.4 1.0 1.3



The following is a DFT calculation (ωB97M-V/def2-TZVPD) of the ion C7H14IN2 with charge +1 at a distorted geometry.

## Properties
2S+1	3
F_max	4.54	eV/A
HOMO (spin up / spin down)	-8.82 / -13.37	eV
net charge	+1

Atoms and positions in Å:
C 0.47058 -0.24597 0.72700
C -1.94777 0.46339 0.55945
C -3.06520 -0.46001 0.96541
C -0.82262 2.39080 -0.45336
C 3.09529 -2.21352 -1.02731
C -2.12732 1.80066 -0.08506
C 2.59086 -1.20805 0.01359
N -0.74403 0.10702 0.73893
N 1.11374 -0.94503 -0.14206
I 3.70582 0.64702 -0.16578
H 1.11931 0.03506 1.54029
H -3.02860 -1.32825 0.37987
H -2.91858 -0.88885 1.98116
H -4.06733 -0.01663 0.76578
H -0.83403 3.28768 -1.05991
H -0.28185 2.64479 0.49582
H -0.01856 1.87134 -1.05714
H 2.98991 -1.71100 -1.97899
H 2.49143 -3.12407 -0.88847
H 4.21409 -2.64260 -0.88249
H -2.87583 1.60568 -0.83003
H -2.70254 2.49482 0.45084
H 2.87395 -1.44005 1.01501
H 0.76928 -1.12423 -1.06252

Atoms 1-3, force components in eV/Å:
C 0.3 0.9 1.5
C 0.9 -0.1 0.8
C -0.6 1.1 0.8



The following is a DFT calculation (ωB97M-V/def2-TZVPD) of a structure of composition C7H14N.

## Properties
F_max	0.98	eV/A
energy relative to the best compared isomer or geometry (same formula, charge and spin)	37.7	kcal per mole
HOMO	-13.99	eV
net charge	+1

Atoms and positions in Å:
C 2.14824 0.75716 -0.94023
C 1.36078 1.80893 -0.58721
C 1.32638 -0.24910 -0.13681
C 0.50052 1.00166 0.21409
C 0.56000 -1.25730 -0.98491
C 2.06719 -0.91929 1.00823
C -0.71197 1.15145 0.89930
N -2.98323 0.11784 -0.38067
H 3.01791 0.64392 -1.56054
H 1.37185 2.85902 -0.81125
H 1.24258 -2.00593 -1.37869
H 0.06564 -0.76713 -1.82143
H -0.18560 -1.76620 -0.37898
H 2.82959 -1.58148 0.60565
H 1.38627 -1.51809 1.60931
H 2.55093 -0.18581 1.64862
H -0.79812 0.48909 1.75969
H -1.60775 0.71153 0.23911
H -0.98146 2.18135 1.12021
H -3.73506 0.57759 0.12144
H -3.06587 -0.88278 -0.25394
H -3.06793 0.34081 -1.36526

Atoms 1-3, force components in eV/Å:
C -0.8 0.2 0.5
C 0.1 0.2 0.0
C 0.0 -0.6 0.0



The following is a DFT calculation (ωB97M-V/def2-TZVPD) of a cluster of 2 separate species, C7H14N in total at a distorted geometry.

## Properties
F_max	5.62	eV/A
energy relative to the best compared isomer or geometry (same formula, charge and spin)	60.0	kcal per mole
HOMO	-13.46	eV
net charge	+1

Atoms and positions in Å:
C -1.00545 0.08140 1.20712
C -0.39204 1.27577 0.97615
C 0.38987 0.07174 0.86265
C -2.17893 -0.58403 1.62884
C -0.52611 2.69374 0.91677
C 1.66355 -0.54092 0.92614
C 1.10354 -0.81340 -2.43136
N 0.08841 -1.20600 -1.41654
H -3.06032 0.05649 1.69516
H -2.02759 -1.10753 2.68252
H -2.34941 -1.41685 0.90400
H 0.20172 3.14661 0.26388
H -0.38569 3.13063 1.91985
H -1.58481 2.89411 0.59407
H 1.78141 -1.48540 1.60619
H 2.38500 0.28017 1.24221
H 2.07606 -0.76087 -0.04959
H 1.54304 0.17952 -2.32700
H 1.82311 -1.69604 -2.40260
H 0.71216 -0.85262 -3.47698
H -0.12080 -2.17951 -1.63980
H -0.89732 -1.01770 -1.56198

Atoms 1-3, force components in eV/Å:
C 3.8 1.3 -0.5
C 1.5 -3.6 -0.4
C -5.0 2.1 1.4



The following is a DFT calculation (ωB97M-V/def2-TZVPD) of an isolated molecule of C7H14N2 at a distorted geometry.

## Properties
structure (SMILES)	C[C@]12CC[C@](C)(N1)[C@H]2N
F_max	5.77	eV/A
energy relative to the best compared isomer or geometry (same formula, charge and spin)	111.8	kcal per mole
HOMO	-9.03	eV
net charge	0

Atoms and positions in Å:
C -1.27086 1.94269 1.02367
C -0.59532 0.68758 0.53367
C -0.64139 -0.43510 1.44361
C 0.58978 -1.21522 0.89657
C 0.79737 -0.48221 -0.42916
C 1.88764 -0.49893 -1.38279
C -0.56380 0.11627 -1.09360
H -2.39701 1.85019 1.59458
H -0.59457 2.54897 1.81769
H -1.30802 2.58426 0.05010
H -1.49842 -1.12644 1.12917
H -0.62907 -0.38616 2.54914
H 1.71044 -1.16206 1.43254
H 0.44918 -2.40618 0.91494
H 2.95886 -0.80132 -0.94547
H 2.22326 0.38475 -1.84301
H 1.82787 -1.31722 -2.01725
H 1.33919 0.95345 1.19465
H -0.30125 0.98742 -1.68642
H -0.97277 -1.74900 -2.04601
H -2.38840 -0.41319 -1.90854
N 0.85644 0.88379 0.23520
N -1.47916 -0.94633 -1.46328

Atoms 1-3, force components in eV/Å:
C -1.5 2.5 0.5
C 0.3 2.5 -1.5
C -0.4 -4.7 0.0



The following is a DFT calculation (ωB97M-V/def2-TZVPD) of a cluster of 2 separate species, C7H14N2 in total at a distorted geometry.

## Properties
structure (SMILES)	Cc1c[nH]cn1.CCC
F_max	3.53	eV/A
energy relative to the best compared isomer or geometry (same formula, charge and spin)	23.6	kcal per mole
HOMO	-8.35	eV
net charge	0

Atoms and positions in Å:
C 1.97229 2.61846 1.34987
C 0.82302 0.37515 1.42158
C 0.83586 1.71446 1.77978
C -0.43527 0.69663 3.23589
N 0.04117 -0.21385 2.35150
N -0.00656 1.91701 2.81443
H 1.37845 -0.08528 0.64072
H -0.16917 -1.20000 2.36019
H 2.97907 2.11320 1.33612
H 2.11687 3.49474 1.97279
H -1.03389 0.52363 4.10713
H 1.88263 2.86158 0.27887
C -0.61272 -1.28920 -1.79031
C -0.32745 -2.29369 -2.93169
C -1.76563 -0.31257 -1.74814
H -0.73899 -1.99640 -0.87956
H 0.32214 -0.82900 -1.53687
H -0.48731 -1.81840 -3.91968
H -1.07884 -3.09014 -2.90631
H -2.72045 -0.88868 -1.84790
H -1.87957 0.07466 -0.72562
H 0.59779 -2.81373 -2.83326
H -1.69342 0.44144 -2.52953

Atoms 1-3, force components in eV/Å:
C 0.6 -0.3 -1.1
C 0.0 1.7 0.5
C 1.2 -1.1 -0.3



The following is a DFT calculation (ωB97M-V/def2-TZVPD) of an isolated molecule of C7H14N2O at a distorted geometry.

## Properties
structure (SMILES)	O=NN1CCCCCCC1
F_max	6.63	eV/A
energy relative to the best compared isomer or geometry (same formula, charge and spin)	167.4	kcal per mole
HOMO	-9.02	eV
net charge	0

Atoms and positions in Å:
C 1.62536 0.60065 0.15693
C 1.24546 -0.50835 1.15644
C 0.51895 -1.79190 0.37396
C -0.41101 -1.26003 -0.63245
C -1.77401 -0.31312 -0.20954
C -1.55838 0.85272 0.70594
C -0.39789 1.83055 0.12972
H 1.97184 -0.12983 -0.53880
H 2.57585 1.22324 0.55315
H 2.34464 -0.85294 1.49750
H 0.59175 -0.00941 1.93826
H 1.28168 -2.28229 -0.13046
H -0.08955 -2.49462 1.11713
H -1.07313 -2.18714 -1.09947
H 0.06732 -0.87583 -1.57620
H -2.43882 -1.23996 0.19612
H -2.43788 -0.14418 -1.17505
H -2.42701 1.54564 0.51512
H -1.49701 0.74823 1.77028
H -0.53116 2.60995 -0.53967
H -0.04145 2.37686 0.96767
N 0.45719 0.87534 -2.00648
N 0.57175 0.95237 -0.63698
O 1.42548 0.47406 -2.53311

Atoms 1-3, force components in eV/Å:
C 3.8 -3.6 -0.1
C 0.8 -0.8 1.0
C -1.5 2.3 4.1



Repeat the twelfth record exactly.
The following is a DFT calculation (ωB97M-V/def2-TZVPD) of an isolated molecule of C7H14N2O at a distorted geometry.

## Properties
structure (SMILES)	O=NN1CCCCCCC1
F_max	6.63	eV/A
energy relative to the best compared isomer or geometry (same formula, charge and spin)	167.4	kcal per mole
HOMO	-9.02	eV
net charge	0

Atoms and positions in Å:
C 1.62536 0.60065 0.15693
C 1.24546 -0.50835 1.15644
C 0.51895 -1.79190 0.37396
C -0.41101 -1.26003 -0.63245
C -1.77401 -0.31312 -0.20954
C -1.55838 0.85272 0.70594
C -0.39789 1.83055 0.12972
H 1.97184 -0.12983 -0.53880
H 2.57585 1.22324 0.55315
H 2.34464 -0.85294 1.49750
H 0.59175 -0.00941 1.93826
H 1.28168 -2.28229 -0.13046
H -0.08955 -2.49462 1.11713
H -1.07313 -2.18714 -1.09947
H 0.06732 -0.87583 -1.57620
H -2.43882 -1.23996 0.19612
H -2.43788 -0.14418 -1.17505
H -2.42701 1.54564 0.51512
H -1.49701 0.74823 1.77028
H -0.53116 2.60995 -0.53967
H -0.04145 2.37686 0.96767
N 0.45719 0.87534 -2.00648
N 0.57175 0.95237 -0.63698
O 1.42548 0.47406 -2.53311

Atoms 1-3, force components in eV/Å:
C 3.8 -3.6 -0.1
C 0.8 -0.8 1.0
C -1.5 2.3 4.1